Here is a 14-piece molecular cluster, C18H70B2N3O14 overall at a distorted geometry from OMol25. Energies are from the ωB97M-V functional and the def2-TZVPD basis.

XYZ file:
```
107
Properties=species:S:1:pos:R:3:forces:R:3
C 1.4056 1.9567 0.5482 0.252 -0.127 0.100
N 0.4373 1.6643 1.5904 -0.078 -0.214 -0.067
C -0.3225 0.4000 1.3226 0.695 -0.475 1.569
B 0.0973 -0.9736 2.1560 0.004 -0.396 0.195
C 1.0446 -1.9661 1.2517 0.129 0.087 -0.040
N 2.4120 -1.4318 0.9424 -0.182 0.226 -0.315
B 0.7169 -0.4307 3.6799 0.101 -0.058 -0.449
O -0.1269 -0.1322 4.7780 0.268 0.672 0.160
N 2.1425 -0.1579 3.9783 0.004 -0.487 0.519
C 2.4361 0.8183 5.0139 0.099 0.132 0.155
C 2.9140 -1.3763 4.1752 0.184 -0.098 -0.365
H 1.8726 1.0198 0.2303 0.045 0.137 -0.032
H 0.9455 2.4238 -0.3452 0.188 -0.114 0.024
H 2.1985 2.6226 0.9069 -0.114 0.002 -0.057
H -0.2570 2.4050 1.5828 1.004 -0.136 0.403
H -0.2853 0.1958 0.2270 1.245 -1.540 1.323
H -1.3663 0.6406 1.5801 0.326 -0.344 -0.033
H -0.9762 -1.5887 2.3534 0.190 0.097 -0.088
H 0.5353 -2.1434 0.2878 0.108 -0.167 0.218
H 1.1523 -2.9703 1.6883 -0.062 0.162 0.021
H 2.5193 -0.5347 1.4045 0.114 -0.209 0.204
H 3.1442 -2.0338 1.2964 -0.086 0.030 0.011
H -0.6996 0.6013 4.5592 -0.599 -0.090 -0.128
H 2.1211 1.8195 4.6961 -0.030 -0.135 0.006
H 3.5128 0.8558 5.2171 -0.070 0.004 -0.168
H 1.9316 0.6027 5.9706 0.027 -0.027 -0.074
H 2.9928 -1.6433 5.2436 -0.031 0.013 -0.090
H 3.9383 -1.2976 3.7742 -0.075 0.056 0.150
H 2.4264 -2.2123 3.6638 0.056 0.080 0.006
C 2.9745 5.0208 -1.0955 0.008 0.083 -0.124
O 2.0553 5.2356 -0.0338 0.057 -0.032 0.247
H 2.8527 3.9920 -1.4226 0.064 -0.013 0.045
H 2.7228 5.6748 -1.9302 0.209 -0.062 -0.103
H 4.0170 5.1905 -0.8117 -0.039 -0.004 0.166
H 2.1464 6.1480 0.2560 -0.102 0.077 -0.160
C -0.2617 3.3197 -3.0805 0.013 -0.050 -0.003
O 0.8312 4.2357 -2.9435 -0.460 0.014 0.243
H -0.2918 2.9571 -4.1052 0.097 0.046 -0.021
H -0.1319 2.4742 -2.4033 -0.146 -0.106 -0.106
H -1.2106 3.8131 -2.8581 -0.051 -0.080 -0.061
H 0.7343 4.5244 -2.0264 0.384 0.202 -0.054
C -2.6707 1.2341 -4.2882 -0.009 -0.091 0.218
O -3.4046 2.4528 -4.1326 -0.310 -0.003 -0.201
H -1.8568 1.4211 -4.9831 -0.021 0.064 -0.016
H -2.2435 0.9089 -3.3391 0.045 0.025 -0.036
H -3.3012 0.4383 -4.6944 -0.007 0.001 -0.040
H -4.1041 2.2756 -3.4970 0.159 0.024 0.182
C 0.3164 -5.1311 -1.5438 -0.061 -0.019 0.072
O 0.3605 -5.0869 -0.1351 0.142 -0.168 0.093
H 0.8833 -4.2728 -1.9037 -0.007 -0.058 -0.033
H 0.7752 -6.0380 -1.9488 -0.010 0.037 -0.035
H -0.7107 -5.0518 -1.9230 0.018 0.034 -0.021
H -0.1399 -5.8336 0.2135 -0.199 0.086 -0.032
C 5.1514 0.1288 7.8881 -0.093 -0.025 0.015
O 5.6043 0.4589 6.5886 0.138 0.045 -0.023
H 4.0674 0.0583 7.8241 0.005 -0.009 0.035
H 5.5439 -0.8333 8.2317 -0.009 -0.017 -0.026
H 5.4102 0.8959 8.6252 -0.010 0.024 -0.016
H 6.5621 0.5282 6.5976 0.009 -0.016 0.010
C -2.9104 -7.1869 -0.4174 0.018 0.094 0.094
O -1.9283 -6.9561 0.5875 0.120 -0.145 -0.020
H -2.3876 -7.1760 -1.3716 -0.020 -0.006 -0.014
H -3.4111 -8.1468 -0.2892 0.032 0.016 -0.022
H -3.6610 -6.3921 -0.4221 0.000 0.014 -0.057
H -2.3577 -6.9416 1.4462 0.007 0.077 0.009
C -1.6913 2.7096 0.1853 -0.640 -0.509 -0.885
O -1.6802 1.4464 -0.4656 -1.590 2.180 -1.583
H -2.5778 3.2413 -0.1606 -0.044 0.147 0.056
H -1.7376 2.5840 1.2680 -0.633 0.251 -0.048
H -0.8029 3.2994 -0.0597 -0.142 0.186 -0.017
H -0.8929 0.9724 -0.1551 -0.846 0.763 -0.480
C -4.6270 -11.0430 -1.1652 0.056 -0.015 -0.010
O -5.0432 -9.7766 -0.6811 -0.126 -0.079 -0.004
H -3.5389 -11.0369 -1.1541 -0.004 -0.031 -0.014
H -4.9773 -11.8621 -0.5311 0.009 0.009 0.029
H -4.9635 -11.2230 -2.1897 0.009 0.025 -0.015
H -6.0035 -9.7487 -0.6809 -0.007 0.030 0.007
C 3.5860 -5.2590 -4.1757 -0.026 0.085 0.013
O 2.7786 -6.2566 -3.5748 0.058 -0.139 -0.117
H 2.9158 -4.6233 -4.7512 0.029 0.014 -0.004
H 4.0937 -4.6387 -3.4328 -0.016 0.005 0.018
H 4.3322 -5.6824 -4.8552 -0.009 -0.023 -0.009
H 3.3374 -6.8276 -3.0416 -0.001 0.041 0.059
C -0.0662 -1.1184 -1.9928 -0.008 0.048 0.032
O -0.0556 -0.2827 -3.1507 0.059 -0.058 -0.205
H -1.0855 -1.1031 -1.6102 0.031 -0.021 0.038
H 0.2066 -2.1506 -2.2280 -0.019 0.029 -0.031
H 0.6057 -0.7526 -1.2136 0.045 -0.065 -0.182
H 0.8402 -0.2674 -3.4973 0.027 0.034 0.064
C -1.1912 5.8159 3.0463 -0.039 -0.033 -0.009
O -0.6163 4.7217 2.3625 0.085 0.148 0.054
H -2.2712 5.6885 2.9878 0.001 0.039 0.021
H -0.9033 5.8430 4.1018 -0.003 -0.017 0.017
H -0.9304 6.7753 2.5874 -0.009 0.011 -0.024
H 0.3427 4.8053 2.3952 -0.013 -0.165 -0.093
C -7.0948 3.6399 -3.4646 0.050 -0.016 -0.088
O -6.7856 3.4164 -4.8307 0.063 -0.052 0.037
H -8.1393 3.9424 -3.4201 0.002 0.002 0.025
H -6.9718 2.7320 -2.8661 -0.013 0.020 0.033
H -6.4807 4.4372 -3.0366 -0.014 -0.005 0.039
H -5.8613 3.1487 -4.8888 0.038 0.041 -0.088
C 1.4865 7.9557 -2.9847 0.007 0.051 0.053
O 1.6676 8.2172 -1.5930 0.018 -0.007 -0.102
H 1.5869 6.8848 -3.1401 -0.068 0.002 0.004
H 0.4929 8.2626 -3.3200 -0.013 -0.029 -0.018
H 2.2425 8.4737 -3.5812 0.003 -0.030 -0.044
H 1.5855 9.1665 -1.4728 0.006 -0.008 0.114
```
Positions in Å, forces in eV/Å.

Calculated values
Charge: -1
Electronic energy (eV): -54283.0068
Gap between HOMO and LUMO (eV): 5.57
LUMO energy (Ha): 0.0718
Largest force on an atom (eV Å⁻¹): 3.13
HOMO energy (eV): -3.62


Here is a 19-piece molecular cluster, C18H72ClN36O22 overall at a distorted geometry from OMol25. Energies are from the ωB97M-V functional and the def2-TZVPD basis.

XYZ file:
```
149
Properties=species:S:1:pos:R:3:forces:R:3
Cl 7.4507 6.3112 2.0451 -0.843 1.765 -2.269
O 6.3253 7.0907 1.5889 -1.679 -0.656 0.881
O 7.3402 5.8638 3.4036 -0.242 -0.222 0.987
O 7.5782 5.1816 1.1835 0.441 -1.262 -0.353
O 8.5168 7.2254 1.8746 2.483 0.045 0.630
C 5.6311 7.6960 5.9163 -0.007 1.163 4.679
O 4.9268 6.7796 5.6134 -1.751 -2.020 -0.683
N 6.5418 8.2525 5.2463 3.250 0.571 -5.057
N 5.6346 8.2904 7.1572 -1.601 -0.340 1.250
H 6.6403 7.7894 4.3542 0.685 0.517 -0.502
H 7.1526 9.0132 5.5082 -0.292 0.219 -0.301
H 4.8302 8.0877 7.7333 0.597 0.067 0.458
H 6.4895 8.7178 7.4837 -0.506 -0.033 0.371
C 12.0779 5.6730 0.8136 1.699 2.709 -1.020
O 12.1472 6.8884 0.6071 0.691 1.021 1.149
N 13.0577 4.8947 1.1801 4.172 -0.477 1.554
N 11.0501 5.0443 0.4677 -5.272 -2.507 -0.955
H 13.9487 5.3307 0.9900 0.225 -0.447 0.449
H 13.0164 3.8985 1.3414 -0.161 0.319 -0.272
H 11.0264 4.0683 0.7263 -1.040 0.105 -0.273
H 10.2801 5.6734 0.2902 -0.771 -0.837 0.005
C 2.5114 4.9385 3.5470 0.563 -0.527 0.469
O 1.3796 4.5200 3.3390 0.110 -0.373 -0.250
N 3.6589 4.2649 3.2648 0.999 -1.293 -0.228
N 2.7853 6.0892 4.1600 -1.893 0.667 -0.058
H 3.6746 3.3305 2.8819 -0.285 0.363 -0.062
H 4.5367 4.6713 3.5553 -0.029 0.002 -0.353
H 1.8963 6.5554 4.2712 0.514 0.702 0.466
H 3.6448 6.3185 4.6383 -0.042 0.273 -0.076
C 11.3493 10.3536 1.5382 -0.517 5.279 -1.552
O 11.6014 11.5688 1.6316 0.036 -0.903 0.174
N 10.5226 9.8307 0.6350 -0.602 -1.063 -0.709
N 11.8161 9.4299 2.3043 1.811 -2.338 2.540
H 10.5125 8.8384 0.8227 -1.269 -0.049 -1.719
H 10.0756 10.3301 -0.1206 0.398 -0.344 0.314
H 12.3695 9.7032 3.1038 -0.215 -0.546 -0.380
H 11.5350 8.4961 2.0414 0.928 -0.325 0.981
C 9.4705 7.6110 9.6659 0.727 2.940 1.119
O 9.4855 8.2691 10.6931 -0.151 -0.154 0.655
N 9.3864 8.1175 8.4496 -0.864 1.440 -2.554
N 9.6989 6.3348 9.5425 0.408 -4.826 1.996
H 9.4998 9.0951 8.2225 -0.234 -0.362 0.199
H 9.2015 7.3881 7.7759 0.069 0.940 -0.713
H 9.7026 5.8021 10.4006 -0.030 0.056 -0.125
H 9.5078 5.8179 8.6961 0.213 0.398 0.143
C 8.2082 1.0937 -0.4289 -2.257 1.406 4.276
O 7.4489 0.6930 0.4342 -0.740 -0.534 2.223
N 8.7685 2.2734 -0.3466 0.972 2.600 0.795
N 8.3719 0.4326 -1.4708 1.402 -2.950 -5.665
H 8.6510 2.5997 0.6020 0.447 1.019 -0.342
H 9.3692 2.6846 -1.0468 0.067 -0.065 0.597
H 7.8485 -0.4311 -1.4585 0.247 0.123 -1.021
H 8.7592 1.0009 -2.2105 -0.115 -1.390 -0.826
C 6.7306 11.1124 1.3661 0.797 -0.459 0.734
O 5.8421 11.6887 0.8692 -4.814 2.632 -2.121
N 7.7054 10.6411 0.6501 2.097 -1.392 -1.621
N 6.8588 10.8827 2.6347 0.046 -0.589 3.468
H 8.5285 10.4842 1.2140 0.565 -0.333 -1.556
H 7.4576 10.7833 -0.3186 1.431 -0.098 -0.141
H 6.0572 11.1838 3.1702 0.432 0.028 0.585
H 7.6416 10.3394 2.9695 -0.410 0.163 0.554
C 9.7595 2.7422 3.1554 1.740 -2.720 -1.559
O 10.4733 1.8762 2.6468 0.537 -0.146 -0.150
N 8.4517 2.6101 3.1107 -2.906 -1.379 -0.646
N 10.2077 3.8087 3.7257 0.210 4.596 2.551
H 8.2269 1.7929 2.5613 -0.571 -0.088 0.026
H 7.6821 3.2069 3.3780 0.623 0.398 0.007
H 9.4685 4.4748 3.8988 0.252 0.490 0.208
H 11.1259 4.1372 3.9888 0.002 -0.868 -0.629
C 3.8853 6.5724 -1.2303 -3.762 -0.782 -0.393
O 3.1267 6.5388 -2.1626 -1.677 -0.304 -1.915
N 4.7513 7.4879 -1.0918 5.459 3.701 0.872
N 3.6903 5.8303 -0.1327 0.377 -1.915 0.667
H 5.2748 7.4457 -0.2291 0.136 0.803 -0.039
H 4.7055 8.3694 -1.5826 -0.022 -0.439 -0.124
H 2.7211 5.5557 -0.0595 0.490 -0.489 0.634
H 4.3821 5.9249 0.5972 -0.867 -0.167 0.590
C 2.6958 10.4298 0.3557 2.215 5.253 -1.304
O 2.8753 11.5266 -0.1492 2.374 1.755 -0.375
N 1.5697 9.9656 0.1388 -7.809 -4.699 -1.306
N 3.4216 9.7413 1.1661 3.574 -1.709 2.685
H 0.9950 10.4782 -0.5147 -0.084 -0.462 0.380
H 1.3097 9.1566 0.6847 -0.885 -0.126 -0.481
H 4.1267 10.2424 1.6876 0.397 -0.181 -0.435
H 3.1170 8.8291 1.4744 0.137 0.042 -0.018
C 8.1378 4.7576 7.2206 -1.388 2.194 1.022
O 8.7686 5.7522 6.9801 2.098 2.787 -0.842
N 7.1330 4.6866 8.0213 -3.727 1.375 3.333
N 8.3574 3.6350 6.7285 2.956 -6.170 -4.049
H 6.8319 5.5233 8.5003 -0.174 -0.301 0.040
H 6.6805 3.7952 8.1654 -0.235 0.302 0.616
H 9.2067 3.5956 6.1833 -0.325 -0.725 -0.355
H 7.6870 2.8806 6.7694 0.550 -0.026 -0.155
C 0.5184 6.6705 1.0088 1.438 -1.730 1.597
O 1.3583 7.2110 1.7180 0.596 1.833 0.060
N -0.2446 5.7247 1.5205 -2.715 -1.579 1.384
N 0.4412 6.6751 -0.2906 -0.043 1.297 -4.286
H -0.7387 5.0931 0.9064 0.161 0.143 0.274
H 0.0127 5.3596 2.4264 0.106 0.056 0.035
H -0.2673 6.1513 -0.7843 0.240 0.095 0.290
H 1.0812 7.1556 -0.9068 0.180 0.200 0.256
C 4.3675 3.0584 -2.9322 -4.033 4.811 1.070
O 3.2911 3.6809 -3.1694 2.352 -1.265 0.758
N 4.7097 2.0160 -3.5564 1.106 -4.964 -3.258
N 5.2907 3.4056 -2.0391 1.541 2.655 3.106
H 4.0922 1.7310 -4.3030 0.504 -0.379 0.145
H 5.5821 1.5845 -3.2864 -0.441 -0.404 -0.718
H 5.1435 4.2093 -1.4454 -0.724 0.029 -0.273
H 6.1430 2.9695 -1.7174 -0.356 -0.755 -0.731
C 4.5400 2.5899 6.9702 0.693 -0.465 2.144
O 4.7649 2.1932 8.1062 0.875 -0.142 0.766
N 4.4927 3.8579 6.6428 -0.571 2.925 -0.991
N 4.3748 1.7596 5.9709 -0.438 -2.739 -2.497
H 5.0967 4.5370 7.0835 -0.657 0.028 -0.082
H 4.0306 4.0755 5.7715 0.418 0.505 0.067
H 4.6900 0.8125 6.1250 -0.475 0.109 -0.011
H 4.2725 2.0624 5.0128 0.115 0.020 0.289
C 9.8950 9.2113 5.0916 0.148 6.050 -2.308
O 9.0764 9.9597 4.6038 -3.343 1.058 -1.147
N 11.0654 9.7089 5.2540 5.936 0.649 1.485
N 9.6524 8.0712 5.4881 -2.862 -8.342 2.142
H 11.3438 10.6402 4.9798 -0.589 -0.265 -0.106
H 11.7805 9.0945 5.6164 0.201 0.427 0.035
H 8.6941 7.7980 5.3230 0.216 -0.467 0.017
H 10.2190 7.3072 5.8277 0.312 0.611 -0.074
C 9.3142 6.7931 -2.3828 -0.822 -0.619 -0.935
O 10.3870 6.6473 -2.8990 1.698 0.162 -0.701
N 8.6137 7.8981 -2.2189 -0.849 3.370 0.616
N 8.5395 5.7574 -2.0688 -0.864 -3.422 1.140
H 8.8086 8.7616 -2.7052 0.302 -0.308 0.307
H 7.7906 7.8601 -1.6347 0.072 0.264 -0.335
H 7.6834 5.8097 -1.5355 0.170 0.116 -0.169
H 8.9262 4.8332 -2.1975 -0.014 0.342 0.154
C 14.1462 7.6436 -2.1075 1.789 -1.338 -1.690
O 14.7963 7.1674 -3.0338 0.997 0.104 -0.593
N 12.8863 7.4744 -1.9937 -4.926 -1.013 -0.108
N 14.6848 8.3017 -1.1081 2.597 1.461 1.875
H 12.4481 6.8407 -2.6467 -0.048 0.366 -0.043
H 12.4877 7.4371 -1.0664 -0.176 0.236 -0.092
H 15.6920 8.2364 -1.1456 -0.193 0.557 0.548
H 14.1651 8.7205 -0.3501 0.269 -0.184 -0.213
C 4.0499 10.8296 4.5406 -1.541 0.950 -3.590
O 4.5732 11.7346 3.9590 0.826 1.838 -1.183
N 3.9538 10.7439 5.8172 0.854 -0.587 6.954
N 3.2857 9.9001 3.9645 -1.018 -2.639 -1.103
H 4.3536 11.4771 6.3852 0.365 0.119 -0.467
H 4.2822 9.8527 6.1606 -0.419 -0.181 0.488
H 3.0023 9.1120 4.5290 -0.264 0.352 -0.080
H 2.7587 10.0103 3.1100 0.710 0.233 -0.017
```
Positions in Å, forces in eV/Å.

Calculated values
Charge: -1
Energy above the lowest of the compared OMol25 structures with the same formula, charge and spin (eV): 1.723
Electronic energy (eV): -131051.2045
Gap between HOMO and LUMO (eV): 7.66
LUMO energy (Ha): 0.0447
Largest force on an atom (eV Å⁻¹): 9.21
HOMO energy (eV): -6.44